Entry 1:
39
Properties=species:S:1:pos:R:3:forces:R:3:lowdin_charge:R:1 method="wB97M-V/def2-TZVPD" gap_ev=8.23 homo_energy_ev=-8.334 spin_multiplicity=1 lumo_ev=-0.1 total_energy_ev=-24425.752 de_lowest_kj_mol=430.3 smiles="CC(=O)c1cc(C#N)c(N2C[C@@H](C)O[C@H](C)C2)nc1C"
N -3.297194 -1.929790 -1.550876 5.1 1.4 -0.6 0.153
O 2.354495 -3.061935 -3.909499 0.7 0.8 0.7 0.089
C -2.137256 -1.635774 -1.637175 -4.4 -1.3 1.0 -0.156
N 1.107072 -0.174828 -0.551754 -1.5 2.0 0.1 0.176
O -1.572356 2.683653 1.822051 1.8 -0.4 0.1 -0.078
C 2.599907 -2.667428 -2.766145 -3.5 -1.6 -3.0 -0.422
C -0.227132 -0.312228 -0.652076 0.2 -0.7 1.7 -0.155
C 1.975248 -0.729337 -1.372802 -0.9 -1.2 1.7 -0.274
C 0.236123 -2.084972 -2.226920 -1.1 0.2 -0.3 0.064
C -0.724063 -1.341810 -1.518594 0.3 0.7 -0.4 -0.127
C 1.581337 -1.809345 -2.125149 0.6 0.5 -0.4 -0.118
N -1.041213 0.320610 0.377772 4.6 -2.0 -1.6 -0.070
C 3.582004 -3.346925 -1.987186 3.7 -0.4 1.9 -0.026
C 3.372805 -0.370382 -1.183894 2.0 1.7 -0.7 -0.016
C -0.065869 1.857947 3.664266 -0.8 1.3 1.1 -0.051
C -3.810640 2.715615 1.034214 -0.3 -0.6 -1.6 -0.036
C -0.374618 0.460934 1.670798 1.1 3.2 -1.2 -0.120
C -2.180874 1.055569 0.036695 -2.7 -1.5 1.9 -0.156
C -1.075215 1.532619 2.508699 0.0 -0.2 0.9 -0.371
C -2.357082 2.430444 0.666759 0.0 0.3 0.0 -0.358
H -0.098807 -2.863235 -2.904526 0.1 -0.1 0.2 0.140
H 3.369591 -3.510076 -0.919997 -0.2 0.5 -0.3 0.111
H 4.533254 -2.747035 -2.030181 -0.7 -0.6 0.3 0.104
H 3.889215 -4.311676 -2.379550 -0.4 0.0 -0.5 0.096
H 3.595926 0.677585 -1.404094 -0.6 0.2 -0.5 0.100
H 4.109779 -0.891371 -1.781872 -0.3 -0.2 -0.1 0.064
H 3.733202 -0.349082 -0.182945 -0.2 -0.7 1.2 0.088
H 0.680884 2.728018 3.529059 -1.0 -1.7 -0.5 0.105
H 0.437848 0.889628 3.974068 -0.5 1.3 -0.3 0.090
H -0.690876 2.246423 4.527542 0.8 -0.7 -0.7 0.083
H -4.328043 1.985460 1.657739 0.7 0.0 0.7 0.082
H -3.848831 3.729970 1.398291 -0.4 0.2 0.2 0.079
H -4.419866 2.572410 0.126465 0.2 0.7 -0.1 0.088
H -0.312382 -0.447847 2.265105 0.1 -0.2 -0.3 0.126
H 0.670258 0.959737 1.509563 -1.5 -1.5 0.1 0.148
H -2.333214 1.103360 -1.019650 0.0 0.0 -0.7 0.128
H -2.960236 0.374087 0.459764 -0.7 1.0 -0.6 0.134
H -1.969470 1.113171 2.968220 0.0 -0.4 0.3 0.139
H -2.003711 3.147836 -0.092185 -0.3 0.1 0.4 0.149



Entry 2:
19
Properties=species:S:1:pos:R:3:forces:R:3:lowdin_charge:R:1 method="wB97M-V/def2-TZVPD" gap_ev=8.31 homo_energy_ev=-7.290 spin_multiplicity=1 lumo_ev=1.0 total_energy_ev=-8358.833 de_lowest_kj_mol=125.8 smiles="CCC/C(N)=C/N"
C -2.800587 1.402586 -0.853324 0.1 0.5 -0.1 -0.103
C -1.432546 0.731768 -0.995543 0.0 -0.7 -0.2 -0.275
C -0.898189 0.135106 0.317115 -1.3 -1.0 -0.4 -0.172
C 0.474854 -0.486490 0.256875 0.9 1.2 0.4 -0.350
C 1.292195 -0.372581 1.307802 0.9 0.1 0.1 -0.179
N 2.697885 -0.673887 1.287460 -0.1 -0.7 -0.6 0.008
N 0.895362 -0.939198 -1.009368 -2.0 0.3 1.6 0.106
H -3.482470 1.019275 -1.610163 -0.1 0.0 0.1 0.067
H -2.762748 2.482505 -1.001717 0.1 0.0 0.1 0.069
H -3.243329 1.240007 0.128602 0.0 -0.1 0.0 0.070
H -0.679581 1.352234 -1.476464 -0.1 0.4 0.0 0.107
H -1.610582 -0.100483 -1.679532 0.3 -0.1 -0.1 0.097
H -1.059113 0.876257 1.098462 0.7 -0.1 0.2 0.114
H -1.608584 -0.670670 0.543328 -0.1 0.0 0.1 0.119
H 0.975161 -0.065524 2.295180 -0.4 0.2 -0.2 0.100
H 2.960502 -1.071143 0.392817 0.1 -0.2 0.2 0.039
H 3.287083 0.145352 1.356782 -0.2 0.3 0.4 0.066
H 0.340979 -0.447370 -1.682339 0.9 -0.4 -1.0 0.053
H 1.813834 -1.290618 -1.117270 0.4 0.1 -0.6 0.063



Entry 3:
13
Properties=species:S:1:pos:R:3:forces:R:3:mulliken_spin:R:1 method="wB97M-V/def2-TZVPD" gap_ev="4.57 / 8.94" homo_energy_ev="-4.769 / -9.096" spin_multiplicity=2 lumo_ev="-0.2 / -0.2" total_energy_ev=-12074.279 de_lowest_kj_mol=0.0
O 1.304849 1.700792 -0.680751 -1.6 -0.8 0.4 0.000
C 0.476720 0.878329 -1.023590 2.6 0.2 -0.8 -0.032
C -0.291089 -0.737095 1.283972 -0.2 0.3 0.3 0.001
O -1.072028 0.285155 0.756315 -1.2 -0.1 0.0 -0.172
O 0.600394 -0.452619 -0.925300 -0.4 -0.2 -0.1 -0.003
C 0.922669 -0.937914 0.382565 0.8 0.4 0.1 -0.002
H -0.816314 -1.704809 1.390604 -0.2 0.2 -0.1 0.015
H 0.091182 -0.477192 2.289185 -0.2 -0.1 -0.2 0.001
H 1.201708 -1.994585 0.286959 0.0 0.4 -0.2 0.003
H 1.764274 -0.344883 0.764087 0.0 -0.3 -0.2 -0.002
O -0.451001 1.132440 -1.988256 -1.2 -0.1 0.3 -0.043
H -0.619532 2.081970 -2.018198 0.6 0.2 -0.1 0.016
Ba -3.111832 0.570412 -0.517590 1.1 -0.2 0.5 1.217



Q: Which F_max values were calculated for the entries above? A: 0.103, 0.050, 0.053, in hartree/bohr.